A structure of composition C31H24N2O5P2Ti. Source: the Open Molecules 2025 dataset; level of theory: the ωB97M-V functional and the def2-TZVPD basis.

The energy relative to the best compared isomer or geometry (same formula, charge and spin) comes out at 0.177 eV. The spin multiplicity is 3. The expectation value of S² is 2.007. The HOMO-LUMO gap (alpha / beta) comes out at 6.4647 / 9.1487 eV. For the LUMO energy (alpha / beta), the calculation gives 0.02 / 0.04 eV. As for the HOMO energy (alpha / beta): -6.4 / -9.1 eV. As for the total charge: 0.

Last column: Mulliken spin population.
CARTESIAN COORDINATES (ANGSTROEM)
Ti 0.020 0.710 -1.064  1.683
O -0.637 6.572 -2.795  0.004
C -0.549 5.251 -2.513  0.016
C -1.678 4.478 -2.233  -0.010
C -1.477 3.142 -1.948  0.043
N -0.262 2.619 -1.958  -0.017
C 0.825 3.340 -2.210  0.045
C 0.728 4.684 -2.500  -0.009
C 2.124 2.526 -2.107  0.009
O 3.188 3.059 -2.355  0.018
O 1.898 1.303 -1.769  -0.010
C -2.561 2.122 -1.559  0.004
O -3.730 2.451 -1.593  0.015
O -2.050 0.979 -1.246  -0.005
H -1.558 6.843 -2.788  0.000
H -2.683 4.880 -2.223  0.001
H 1.615 5.268 -2.703  0.000
N -0.383 -1.012 0.550  -0.015
P -1.217 0.165 1.618  -0.003
C -0.666 -0.464 3.249  0.006
C -1.669 -0.592 4.205  -0.001
C -1.382 -1.074 5.477  0.000
C -0.089 -1.442 5.802  0.000
C 0.923 -1.324 4.855  0.001
C 0.636 -0.835 3.593  0.001
C -0.050 1.563 1.305  0.054
C -0.567 2.869 1.360  0.045
C 0.269 3.958 1.240  0.009
C 1.646 3.766 1.066  0.023
C 2.173 2.494 1.017  -0.002
C 1.329 1.387 1.134  -0.007
P -1.282 -2.003 -0.626  -0.001
C -0.846 -3.691 -0.065  0.004
C 0.424 -4.136 0.308  -0.002
C 0.619 -5.432 0.750  0.001
C -0.455 -6.313 0.818  -0.001
C -1.720 -5.888 0.450  0.001
C -1.913 -4.581 0.017  -0.001
C -0.101 -1.756 -2.042  0.046
C 1.299 -1.775 -1.915  -0.017
C 2.111 -1.736 -3.034  -0.001
C 1.542 -1.656 -4.297  0.017
C 0.164 -1.593 -4.441  -0.012
C -0.657 -1.646 -3.319  0.043
H 0.277 -1.576 1.076  0.011
H -2.687 -0.319 3.955  0.000
H -2.177 -1.164 6.207  0.000
H 0.136 -1.820 6.790  0.000
H 1.938 -1.607 5.104  0.000
H 1.443 -0.732 2.878  0.002
H -1.637 3.008 1.473  0.003
H -0.140 4.959 1.265  0.001
H 2.295 4.625 0.954  0.001
H 3.233 2.342 0.859  -0.001
H 1.751 0.390 1.106  0.013
H 1.279 -3.473 0.247  0.001
H 1.609 -5.763 1.037  0.000
H -0.302 -7.328 1.159  0.000
H -2.561 -6.566 0.503  0.000
H -2.909 -4.252 -0.256  0.000
H 1.750 -1.767 -0.929  -0.011
H 3.186 -1.733 -2.919  0.000
H 2.178 -1.614 -5.171  0.002
H -0.281 -1.498 -5.422  0.000
H -1.734 -1.590 -3.427  0.001

A structure of composition C31H24N3O8PS2Zr. Source: the Open Molecules 2025 dataset; level of theory: the ωB97M-V functional and the def2-TZVPD basis.

The energy relative to the best compared isomer or geometry (same formula, charge and spin) comes out at 3.209 eV. The HOMO-LUMO gap comes out at 7.9477 eV. For the LUMO energy, the calculation gives -6.77 eV. As for the HOMO energy: -14.7 eV. As for the total charge: +2.

Last column: Mulliken charge in e.
CARTESIAN COORDINATES (ANGSTROEM)
Zr 0.403 -0.449 -0.197  -0.669
O -2.869 6.065 -1.255  -0.580
N -3.085 4.888 -1.162  1.038
O -4.090 4.302 -1.470  -0.586
C -1.981 4.074 -0.629  -0.280
C -0.725 4.587 -0.743  -0.891
C 0.410 3.861 -0.284  1.371
C 1.705 4.404 -0.181  -0.813
C 2.701 3.631 0.369  -1.250
C 2.432 2.297 0.686  0.012
N 1.241 1.722 0.538  0.092
C 0.218 2.531 0.152  -0.182
C -1.113 2.032 0.367  0.531
N -1.190 0.859 1.048  -0.288
C -2.390 0.479 1.467  -0.426
C -3.560 1.192 1.180  -0.955
C -3.500 2.346 0.434  -0.501
C -2.237 2.818 0.020  0.792
H -0.588 5.566 -1.184  0.585
H 1.887 5.423 -0.484  0.554
H 3.686 4.031 0.548  0.531
H 3.216 1.686 1.114  0.361
H -2.429 -0.430 2.059  0.495
H -4.505 0.838 1.562  0.481
H -4.407 2.886 0.196  0.617
O -1.035 0.069 -1.597  -0.424
S -1.944 -1.083 -1.232  2.081
O -3.302 -0.675 -1.143  -0.656
O -1.338 -1.538 0.059  -0.544
C -1.840 -2.615 -2.145  -0.081
C -2.953 -3.062 -2.835  -0.424
C -3.042 -4.399 -3.210  -0.739
C -2.042 -5.288 -2.849  -0.686
C -0.914 -4.835 -2.175  -0.488
C -0.822 -3.502 -1.813  -0.033
S 0.760 -2.854 -1.298  1.804
O 0.763 -1.515 -1.976  -0.418
O 1.780 -3.745 -1.721  -0.682
O 0.927 -2.443 0.141  -0.425
H -3.754 -2.369 -3.033  0.548
H -3.904 -4.746 -3.758  0.459
H -2.125 -6.331 -3.110  0.458
H -0.104 -5.502 -1.924  0.524
C 4.085 -1.783 -1.432  -1.399
P 3.006 -0.562 -0.605  1.373
C 3.519 -0.658 1.160  0.120
C 2.482 -0.676 2.108  0.755
C 2.775 -0.778 3.458  -1.288
C 4.098 -0.868 3.871  -0.680
C 5.122 -0.889 2.940  -0.838
C 4.836 -0.794 1.588  -0.362
C 3.586 0.982 -1.428  0.122
C 4.883 1.483 -1.378  -0.128
C 5.234 2.574 -2.156  -0.927
C 4.300 3.160 -2.994  -0.629
C 2.999 2.674 -3.041  -0.788
C 2.638 1.588 -2.260  -0.102
H 5.132 -1.494 -1.314  0.571
H 3.849 -1.803 -2.498  0.424
H 3.911 -2.783 -1.033  0.480
H 1.413 -0.627 1.780  0.871
H 1.976 -0.797 4.185  0.507
H 4.325 -0.920 4.922  0.443
H 6.145 -0.986 3.264  0.468
H 5.643 -0.832 0.874  0.339
H 5.620 1.022 -0.738  0.337
H 6.241 2.961 -2.120  0.487
H 4.584 3.991 -3.621  0.447
H 2.277 3.136 -3.698  0.515
H 1.613 1.179 -2.296  0.566

A cluster of 6 separate species, C31H24NO10PS in total. Source: the Open Molecules 2025 dataset; level of theory: the ωB97M-V functional and the def2-TZVPD basis.

The HOMO-LUMO gap comes out at 7.4635 eV. For the LUMO energy, the calculation gives -1.62 eV. As for the HOMO energy: -9.1 eV. As for the total charge: 0. The SMILES is O=C1C=CC(=O)C=C1.O=C1C=CC(=O)C=C1.O=C1C=CC(=O)C=C1.O=C1C=CC(=O)C=C1.O=C1C=CC(=O)C=C1.[PH4]N=C=S.

Last column: Mulliken charge in e.
CARTESIAN COORDINATES (ANGSTROEM)
P 5.682 5.586 1.368  0.179
N 4.008 6.607 1.611  -0.612
C 2.994 5.983 1.638  0.393
S 1.691 5.076 1.650  -0.296
H 4.978 4.767 0.486  0.112
H 5.652 5.387 2.744  0.100
H 6.250 6.764 0.904  0.101
H 6.893 4.828 1.204  0.065
C -2.561 1.012 -0.187  -0.468
C -2.080 1.519 0.944  -0.046
C -1.130 2.658 0.935  0.557
O -0.680 3.107 1.971  -0.522
C -0.746 3.223 -0.384  -0.040
C -1.225 2.716 -1.517  -0.571
C -2.165 1.566 -1.506  0.221
O -2.592 1.089 -2.536  -0.564
H -3.244 0.176 -0.197  0.432
H -2.352 1.121 1.914  0.468
H -0.056 4.056 -0.366  0.030
H -0.956 3.107 -2.491  0.468
C -4.563 -3.885 0.760  -0.471
C -4.886 -4.946 0.025  -0.306
C -4.398 -5.086 -1.371  0.384
O -4.691 -6.058 -2.035  -0.575
C -3.538 -4.007 -1.918  -0.498
C -3.217 -2.947 -1.182  -0.294
C -3.705 -2.805 0.215  0.493
O -3.407 -1.838 0.884  -0.496
H -4.901 -3.758 1.781  0.438
H -5.502 -5.755 0.399  0.482
H -3.197 -4.136 -2.937  0.435
H -2.595 -2.144 -1.558  0.442
C 1.168 0.586 2.680  -0.288
C 2.082 1.488 3.028  -0.329
C 3.520 1.130 3.104  0.340
O 4.361 1.951 3.409  -0.566
C 3.901 -0.271 2.785  -0.407
C 2.986 -1.172 2.441  -0.376
C 1.546 -0.812 2.359  0.258
O 0.714 -1.634 2.035  -0.541
H 0.116 0.825 2.616  0.546
H 1.836 2.517 3.262  0.513
H 4.957 -0.504 2.849  0.414
H 3.236 -2.197 2.202  0.414
C -1.995 -9.922 1.327  -0.375
C -3.092 -9.351 1.817  -0.416
C -4.076 -8.688 0.924  0.416
O -5.068 -8.152 1.373  -0.556
C -3.797 -8.689 -0.534  -0.308
C -2.695 -9.255 -1.021  -0.359
C -1.709 -9.918 -0.132  0.361
O -0.707 -10.437 -0.574  -0.544
H -1.261 -10.410 1.954  0.404
H -3.321 -9.337 2.875  0.416
H -4.527 -8.198 -1.163  0.530
H -2.465 -9.262 -2.079  0.429
C 3.790 7.684 -4.239  -0.384
C 2.583 7.290 -4.635  -0.398
C 1.574 6.800 -3.659  0.388
O 0.478 6.429 -4.019  -0.546
C 1.964 6.777 -2.227  -0.188
C 3.170 7.172 -1.831  -0.413
C 4.180 7.653 -2.806  0.290
O 5.285 8.002 -2.447  -0.550
H 4.544 8.040 -4.930  0.410
H 2.276 7.300 -5.673  0.410
H 1.215 6.421 -1.530  0.412
H 3.472 7.162 -0.790  0.555

| no. | F_max (hartree/bohr) |
| --- | --- |
| 1 | 0.015 |
| 2 | 0.073 |
| 3 | 0.014 |